Here is a structure of composition C20H28N3O4Zn from the Open Molecules 2025 dataset. Energies are from ωB97M-V/def2-TZVPD.

Atoms and positions in Å:
Zn (-0.4031, 0.2395, 0.3397)
O (-1.7932, -0.7349, -3.8830)
C (-1.3362, -0.7063, -2.6451)
O (-0.3765, -0.0588, -2.2890)
C (-2.0859, -1.5648, -1.6972)
C (-3.3241, -2.1303, -1.9767)
C (-3.9075, -2.9293, -1.0052)
C (-3.2084, -3.1804, 0.1675)
C (-1.9581, -2.5911, 0.3457)
N (-1.4445, -1.7506, -0.5491)
C (-1.0448, -2.8051, 1.5159)
O (-1.3656, -3.7286, 2.4096)
O (-0.0336, -2.1552, 1.6138)
H (-1.2630, -0.1860, -4.4851)
H (-3.7965, -1.9415, -2.9256)
H (-4.8848, -3.3615, -1.1557)
H (-3.6518, -3.8196, 0.9166)
H (-2.1970, -4.1919, 2.2294)
C (-0.1894, 3.5151, 0.4750)
N (-0.0360, 2.4697, -0.5351)
C (-0.8495, 2.8419, -1.6919)
C (1.3669, 2.3674, -0.9390)
C (2.2302, 1.7016, 0.1282)
N (1.7956, 0.3319, 0.4259)
C (2.3546, -0.5916, -0.5600)
C (2.2461, -0.0548, 1.7648)
H (0.2626, 4.4581, 0.1426)
H (0.2683, 3.2183, 1.4124)
H (-1.2452, 3.6782, 0.6722)
H (-0.5908, 3.8445, -2.0563)
H (-1.9042, 2.8251, -1.4146)
H (-0.6832, 2.1335, -2.4989)
H (1.7803, 3.3646, -1.1543)
H (1.4012, 1.7806, -1.8556)
H (2.1780, 2.2957, 1.0418)
H (3.2702, 1.7045, -0.2228)
H (3.4489, -0.5594, -0.5574)
H (1.9930, -0.3396, -1.5519)
H (2.0360, -1.6028, -0.3278)
H (3.3346, -0.0001, 1.8589)
H (1.9281, -1.0712, 1.9777)
H (1.7950, 0.6084, 2.5003)
C (-1.5818, 0.3773, 2.0401)
C (-1.6569, 1.7090, 2.6719)
C (-0.6486, 2.1353, 3.5406)
C (-0.6707, 3.4002, 4.0984)
C (-1.7118, 4.2705, 3.8098)
C (-2.7397, 3.8511, 2.9804)
C (-2.7177, 2.5840, 2.4237)
H (-2.5732, -0.0056, 1.8058)
H (-1.0843, -0.3226, 2.7043)
H (0.1644, 1.4607, 3.7762)
H (0.1290, 3.7003, 4.7609)
H (-1.7201, 5.2681, 4.2208)
H (-3.5620, 4.5159, 2.7601)
H (-3.5274, 2.2707, 1.7784)

Its total energy is -3023.3054 hartree. Its total charge is +1. The multiplicity is 1. The calculation puts the LUMO energy at -3.78 eV.

Here is a cluster of 10 separate species, C32H52O28S4 in total in a non-equilibrium geometry from the Open Molecules 2025 dataset. Energies are from ωB97M-V/def2-TZVPD.

Atoms and positions in Å:
O (-4.5104, -8.0783, -0.3861)
S (-3.6540, -9.2942, -0.1291)
O (-4.3379, -10.4926, -0.3568)
O (-2.3731, -9.2290, -1.1176)
C (-1.3669, -8.3790, -0.6071)
C (-1.5531, -8.4616, 0.9255)
O (-2.7318, -9.0583, 1.2192)
H (-0.4308, -8.7463, -1.0280)
H (-1.6943, -7.3881, -0.9218)
H (-1.5077, -7.4501, 1.3292)
H (-0.8035, -9.0348, 1.4712)
O (4.4206, 6.3168, -4.1900)
S (3.7837, 6.0512, -2.8838)
O (2.5849, 6.8549, -2.4856)
O (3.4911, 4.4612, -2.7282)
C (4.3570, 3.7226, -1.9113)
C (5.5106, 4.6288, -1.6778)
O (4.9863, 5.9867, -1.6590)
H (3.7933, 3.3791, -1.0440)
H (4.6247, 2.8459, -2.5011)
H (6.3145, 4.6660, -2.4129)
H (5.8451, 4.5063, -0.6477)
O (0.8466, 5.0610, 1.7858)
S (1.3981, 5.9350, 2.8012)
O (1.9426, 7.2931, 2.4291)
O (0.3458, 6.0706, 4.0255)
C (0.4670, 5.0851, 5.0284)
C (1.4935, 4.1275, 4.4935)
O (2.3300, 5.0397, 3.8910)
H (0.5525, 5.4498, 6.0520)
H (-0.4361, 4.4966, 5.1900)
H (1.0869, 3.3908, 3.8007)
H (2.1157, 3.6607, 5.2571)
O (-2.1695, -0.2095, 2.4149)
S (-1.1522, -0.2833, 1.3619)
O (-0.7692, 0.8416, 0.4753)
O (0.2775, -0.7185, 2.0990)
C (1.1070, -1.5118, 1.2868)
C (0.1688, -2.2089, 0.4016)
O (-1.1766, -1.7893, 0.5918)
H (1.8474, -0.9037, 0.7671)
H (1.6730, -2.2388, 1.8693)
H (0.1697, -3.2804, 0.6016)
H (0.2516, -2.0842, -0.6780)
O (6.6619, -0.7460, 4.6987)
C (5.6739, -1.4194, 4.9274)
C (5.9011, -2.9352, 5.0749)
C (4.5380, -3.3486, 5.5626)
C (3.8653, -2.1532, 6.1177)
O (4.5239, -1.0734, 5.5216)
H (6.3122, -3.5086, 4.2440)
H (6.5353, -2.9687, 5.9608)
H (3.8914, -3.6343, 4.7330)
H (4.5703, -4.1248, 6.3272)
H (2.8472, -2.1173, 5.7300)
H (3.8962, -2.1643, 7.2072)
O (-7.8874, 4.2999, 7.7826)
C (-7.1388, 3.9371, 6.9156)
C (-7.1580, 4.3943, 5.4803)
C (-6.2150, 3.3516, 4.9544)
C (-5.2638, 3.0731, 6.0768)
O (-6.0938, 3.2424, 7.2324)
H (-8.1669, 4.1475, 5.1496)
H (-6.8816, 5.4477, 5.5256)
H (-6.7661, 2.4768, 4.6093)
H (-5.7191, 3.8107, 4.0991)
H (-4.8767, 2.0546, 6.1094)
H (-4.4455, 3.7915, 6.0269)
O (-7.8297, -0.2079, -3.4238)
C (-7.0655, -0.7824, -2.7007)
C (-7.1658, -1.0628, -1.2057)
C (-5.8640, -1.6342, -0.8560)
C (-5.0803, -1.6761, -2.1417)
O (-5.9064, -1.2843, -3.1819)
H (-7.4078, -0.1868, -0.6038)
H (-7.9113, -1.8397, -1.0359)
H (-5.2734, -1.0969, -0.1139)
H (-5.9996, -2.6797, -0.5793)
H (-4.4497, -0.8029, -1.9741)
H (-4.4744, -2.5667, -2.3083)
O (6.9515, -1.1420, -0.7357)
C (8.0906, -0.9070, -0.9317)
C (8.8608, -1.3631, -2.1019)
C (9.9721, -0.4012, -2.0996)
C (10.0778, -0.0352, -0.6033)
O (8.8229, -0.3701, -0.0278)
H (9.3211, -2.3304, -1.9011)
H (8.2599, -1.3816, -3.0112)
H (10.8551, -0.9731, -2.3849)
H (9.8856, 0.5223, -2.6720)
H (10.9422, -0.5720, -0.2124)
H (10.1191, 1.0524, -0.5438)
O (-0.3252, -5.1280, -4.7766)
C (-0.6803, -4.3972, -5.7806)
C (-0.1153, -3.0901, -6.2320)
C (-1.3428, -2.6220, -6.9899)
C (-1.8491, -3.9091, -7.6861)
O (-1.6448, -4.8488, -6.6195)
H (0.1685, -2.4035, -5.4344)
H (0.7642, -3.1391, -6.8740)
H (-2.1691, -2.1564, -6.4527)
H (-0.9057, -1.9443, -7.7232)
H (-2.9122, -3.8398, -7.9167)
H (-1.3442, -4.1786, -8.6137)
O (-2.0864, 2.4379, -4.4544)
C (-2.8526, 3.3332, -4.3836)
C (-3.5040, 3.8594, -3.1026)
C (-4.2728, 5.0320, -3.7773)
C (-4.1008, 5.0433, -5.2982)
O (-3.0535, 4.1591, -5.4234)
H (-4.1648, 3.0617, -2.7634)
H (-2.8473, 4.1096, -2.2694)
H (-5.3168, 4.9061, -3.4904)
H (-3.9904, 5.9661, -3.2916)
H (-4.9800, 4.6076, -5.7728)
H (-3.9276, 5.9990, -5.7929)

As for the SMILES: O=S1(=O)OCCO1.O=S1(=O)OCCO1.O=S1(=O)OCCO1.O=S1(=O)OCCO1.O=C1CCCO1.O=C1CCCO1.O=C1CCCO1.O=C1CCCO1.O=C1CCCO1.O=C1CCCO1. The value obtained for the energy above the lowest of the compared OMol25 structures with the same formula, charge and spin is 101.1 kcal per mole. Its total energy is -4949.6814 hartree. Its total charge is 0. The multiplicity is 1. The calculation puts the LUMO energy at -0.25 eV.

Here is a cluster of 2 separate species, C3H8O2 in total from the Open Molecules 2025 dataset. Energies are from ωB97M-V/def2-TZVPD.

Atoms and positions in Å:
C (-1.8820, 0.2609, 1.1404)
C (-0.5877, -0.3320, 1.6456)
O (0.4903, -0.0076, 1.2314)
H (-2.1425, 1.1460, 1.7182)
H (-1.7304, 0.4750, 0.0728)
H (-2.6602, -0.4884, 1.2189)
H (-0.6906, -1.1749, 2.3293)
C (1.6406, 0.3453, -1.7123)
O (1.0754, -0.9372, -1.5595)
H (2.2692, 0.2771, -2.6104)
H (2.1831, 0.7444, -0.8440)
H (0.8530, 1.0636, -1.9262)
H (1.1818, -1.3722, -0.7042)

As for the SMILES: CC=O.CO. The value obtained for the energy above the lowest of the compared OMol25 structures with the same formula, charge and spin is 33.8 kcal per mole. Its total energy is -269.5410 hartree. Its total charge is 0. The multiplicity is 1. The calculation puts the LUMO energy at 0.95 eV.